[1]
2 unconnected molecules or ions with the total composition HOS3, computed with ωB97M-V/def2-TZVPD.

Properties
**LUMO level (alpha / beta)**: 1.86 / 1.60 eV
**Energy above the lowest of the compared OMol25 structures with the same formula, charge and spin**: 16.8 kcal/mol
**Total energy**: -34569.719 eV
**Charge**: -1
**Gap between HOMO and LUMO (alpha / beta)**: 5.1 / 4.5 eV

Structure (XYZ):
```
5
Properties=species:S:1:pos:R:3:forces:R:3
O 2.975 -0.957 1.372 -0.1477 -0.2211 0.4801
S 1.514 -3.428 1.130 0.2326 1.4279 0.8895
S -0.132 0.898 0.506 -0.1931 -0.3231 -0.3939
S 1.857 -1.684 1.965 -0.2123 -1.0067 -1.6570
H 0.473 0.650 1.648 0.3205 0.1230 0.6812
```
Positions in Å, forces in eV/Å.



[2]
C4H4N2O in the gas phase, computed with ωB97M-V/def2-TZVPD.

Properties
**LUMO level**: -1.33 eV
**Energy above the lowest of the compared OMol25 structures with the same formula, charge and spin**: 98.7 kcal/mol
**Total energy**: -9236.208 eV
**Charge**: 0
**Gap between HOMO and LUMO**: 8.0 eV

Structure (XYZ):
```
11
Properties=species:S:1:pos:R:3:forces:R:3
O -2.811 -1.028 -0.054 0.0465 0.1994 -0.1029
C -2.188 0.001 0.016 0.2189 -0.8002 0.1184
C -0.797 0.164 0.434 0.7337 -0.5261 -0.3983
C 0.130 1.056 0.006 -0.1471 0.1669 0.0504
N 1.409 0.978 -0.257 0.0064 0.1593 0.0576
C 1.853 -0.310 -0.117 -0.3330 0.0294 0.0601
N 1.048 -1.274 0.160 -0.3038 0.5905 -0.1341
H -2.686 0.986 -0.221 0.5544 -0.2934 0.3320
H -0.401 2.017 -0.017 0.3511 0.2555 -0.1927
H 2.936 -0.436 -0.254 -0.4054 -0.0987 0.1108
H 1.533 -2.169 0.297 -0.7217 0.3175 0.0988
```
Positions in Å, forces in eV/Å.



[3]
A molecular structure, C11H19GaN, computed with ωB97M-V/def2-TZVPD.

Properties
**LUMO level**: 3.51 eV
**Total energy**: -65580.051 eV
**Charge**: -1
**Gap between HOMO and LUMO**: 7.9 eV

Structure (XYZ):
```
32
Properties=species:S:1:pos:R:3:forces:R:3
C 1.225 1.351 1.476 1.1163 -0.1372 0.2331
C 2.478 1.612 0.548 -0.5533 0.1971 0.3643
C 2.308 1.095 -0.927 0.5067 0.1922 0.5846
C 1.934 -0.451 -1.042 0.4031 1.1374 -0.6532
C 0.681 -0.567 -1.988 0.6305 -0.9988 -0.3816
C -0.008 -1.991 -2.012 -0.9475 0.8416 0.1681
Ga -0.617 -2.633 -0.116 0.3011 0.4036 -0.3785
C -1.652 -1.000 0.682 -0.2855 -0.5509 -1.2853
C -2.627 -0.346 -0.201 -0.3988 2.2611 2.7320
C -3.335 0.831 0.328 1.6725 -1.2860 1.2034
C -3.002 1.259 1.700 0.8592 -2.0077 -1.4956
C -2.020 0.466 2.418 -0.7435 0.9857 -0.2673
N -1.342 -0.631 1.969 -2.1569 1.7472 -1.2119
H 0.269 1.759 1.068 0.7172 -0.5380 0.1965
H 1.416 1.836 2.478 -0.2626 -0.4043 -0.9613
H 1.186 0.249 1.668 -0.5553 1.0123 -0.2075
H 2.667 2.727 0.558 0.0641 -1.0791 -0.1950
H 3.349 1.100 1.042 -0.6194 0.5148 -0.5171
H 1.536 1.746 -1.420 0.5464 -0.7108 0.3403
H 3.284 1.305 -1.455 -0.9519 -0.2104 0.3694
H 2.836 -0.951 -1.502 -1.0178 0.1910 0.3820
H 1.799 -0.909 -0.034 -0.2159 0.3477 -0.8580
H 1.037 -0.344 -3.039 -0.2292 0.1196 0.9290
H -0.032 0.259 -1.725 0.3684 -0.9210 -0.0444
H -0.981 -1.850 -2.577 1.0047 -0.3408 0.2282
H 0.595 -2.779 -2.532 -0.3308 0.7739 0.2939
H 0.721 -2.871 0.741 -0.0621 -0.0977 0.1947
H -1.561 -3.938 -0.217 -0.0187 0.0911 0.0061
H -2.833 -0.679 -1.246 0.3890 0.1034 1.1148
H -4.089 1.379 -0.280 0.6450 -0.4156 0.5310
H -3.454 2.150 2.181 0.3213 -0.7674 -0.4432
H -1.767 0.816 3.455 -0.1964 -0.4540 -0.9717
```
Positions in Å, forces in eV/Å.



[4]
5 unconnected molecules or ions with the total composition C18H44O12P2, computed with ωB97M-V/def2-TZVPD.

Properties
**Multiplicity**: 2
**LUMO level (alpha / beta)**: -2.41 / -8.41 eV
**Total energy**: -62517.133 eV
**Charge**: +1
**<S²>**: 0.756
**Gap between HOMO and LUMO (alpha / beta)**: 9.3 / 3.3 eV

Structure (XYZ):
```
76
Properties=species:S:1:pos:R:3:forces:R:3
C 0.006 -0.076 -5.105 0.0876 0.5057 -1.0336
O -0.464 0.038 -3.782 -2.0189 0.1333 1.7517
P -2.059 0.040 -3.390 0.1309 1.6554 -0.8765
O -2.892 0.807 -4.414 1.7203 -2.2126 2.8974
O -2.332 -1.571 -3.209 -0.1409 4.4747 1.8687
C -2.143 -2.363 -4.296 0.7405 -3.0950 -0.9124
O -1.949 0.601 -1.806 1.0031 -0.9208 -3.2522
C -3.077 0.675 -0.971 -1.8328 -1.7226 -0.1308
H 0.475 0.875 -5.358 0.8042 -0.3314 0.1545
H -0.724 -0.137 -5.912 -0.6901 -0.3730 0.4817
H 0.616 -0.979 -5.124 0.4026 0.4231 -0.2975
H -1.135 -2.508 -4.685 0.5269 1.2462 -0.0455
H -2.808 -2.184 -5.141 -0.3095 -0.2787 0.3149
H -2.164 -3.313 -3.762 -1.1627 -0.8362 -1.0408
H -2.898 0.142 -0.037 0.6936 1.0436 0.4546
H -3.831 -0.030 -1.323 -0.4537 0.1461 -0.6333
H -3.568 1.647 -0.931 0.6835 0.0681 0.2679
C -5.256 2.213 1.481 0.0096 0.1969 -0.3918
O -3.818 2.124 1.635 0.6060 0.4529 0.2220
P -2.971 3.456 1.938 0.1257 0.9860 1.0956
O -3.416 4.229 3.136 0.8994 -1.4452 -1.0921
O -1.367 2.999 1.857 -2.4213 -0.3445 0.5406
C -0.898 2.173 2.945 0.2135 -0.1370 0.5773
O -3.163 4.306 0.623 1.0114 -0.2164 0.0934
C -3.658 5.666 0.703 -0.8148 -0.5899 -0.7433
H -5.641 3.212 1.276 0.4495 0.3356 0.4158
H -5.748 1.817 2.369 0.1134 -0.0960 -0.2109
H -5.511 1.692 0.559 0.0291 -0.5333 0.3008
H 0.139 2.433 3.162 -0.0892 0.2961 -0.1518
H -0.907 1.097 2.773 -0.2254 0.0225 -0.8148
H -1.467 2.280 3.868 -0.1483 0.5402 -0.0711
H -4.067 5.752 -0.304 -0.2306 0.5769 0.2138
H -2.921 6.454 0.859 0.2716 -0.4893 0.2293
H -4.440 5.666 1.462 0.1221 0.4623 -0.1072
C 2.647 0.117 2.639 1.0902 1.4945 0.2008
O 1.385 -0.380 2.315 -1.3021 -2.7597 -0.9907
C 1.235 -1.790 2.005 0.3125 1.5076 1.0438
C 1.807 -2.155 0.574 -2.0521 0.2602 -1.7066
O 0.953 -1.589 -0.443 2.3710 0.6493 1.4909
C 1.512 -0.378 -0.928 -0.6104 1.0074 -1.1779
H 3.356 0.065 1.812 0.2962 -0.8697 0.0237
H 3.038 -0.178 3.612 0.0182 -0.7772 -0.2284
H 2.595 1.202 2.723 -0.7326 0.1025 0.0631
H 0.216 -2.160 2.119 -0.2480 0.7616 -0.3083
H 1.803 -2.463 2.647 0.5927 0.2775 0.2126
H 1.562 -3.206 0.420 0.6489 -0.2640 0.6094
H 2.846 -1.831 0.509 -0.1084 -0.1000 -0.2173
H 1.770 0.352 -0.162 -0.2488 -0.2073 0.8302
H 0.832 0.117 -1.621 -0.3352 -0.3933 0.1401
H 2.448 -0.509 -1.471 0.2323 -0.6804 0.0251
C -2.959 -5.053 1.482 -1.7741 0.4182 0.9360
C -2.016 -5.410 0.451 2.2246 -1.1699 -2.9516
C -0.696 -4.748 0.847 -0.1180 0.2869 0.9011
O -0.787 -4.664 2.318 -0.2907 -0.6239 -1.2960
C -2.080 -5.244 2.695 -0.2233 1.7966 0.6652
H -3.941 -5.526 1.508 0.4031 -1.0956 0.1004
H -3.350 -4.062 1.251 0.7414 0.7756 0.6208
H -2.343 -5.245 -0.576 0.0925 0.4599 -0.0165
H -1.630 -6.429 0.414 -1.0888 -0.6698 0.4212
H -0.491 -3.772 0.407 -0.4951 0.4953 0.2390
H 0.154 -5.355 0.536 0.0792 -0.2923 0.2823
H -2.392 -4.643 3.549 -0.0693 -0.2221 0.1187
H -2.063 -6.295 2.982 0.5231 -0.0514 -0.1200
C 6.058 2.265 -1.512 -0.4635 0.3380 -1.1821
C 6.693 1.545 -0.337 1.0796 -0.6888 -1.1450
C 6.244 2.281 0.873 0.9696 0.2243 0.1762
O 5.433 3.327 0.356 -1.3585 0.2687 2.3362
C 5.730 3.687 -1.001 1.0003 -1.2950 1.7959
H 5.104 1.805 -1.766 -0.0614 -0.0452 -0.1717
H 6.731 2.167 -2.364 -0.2624 0.3569 -0.2144
H 7.767 1.631 -0.501 0.1442 -0.1094 0.3654
H 6.480 0.476 -0.341 -0.1635 0.0096 0.0118
H 7.116 2.573 1.459 0.3871 1.2397 -0.3842
H 5.876 1.625 1.662 -1.7481 0.1006 -0.3348
H 6.563 4.381 -0.890 0.3407 -0.0241 -0.8311
H 4.853 4.236 -1.345 0.1006 -0.4353 -0.4076
```
Positions in Å, forces in eV/Å.



Look up the charge of the second one. 0